i.
Below is 2 unconnected molecules or ions with the total composition C3H5FOS, with properties calculated with wB97M-V/def2-TZVPD.

Each atom is followed by the atoms it is bonded to, with distances in Å.
Element x y z (Å)
1 H -0.64722 -0.30540 2.49939  C3 1.049
2 H -1.03812 -1.79860 0.95270  no bonds
3 C -0.42373 -0.61483 1.52227  H1 1.049, O5 1.465, S9 1.684
4 H 0.57585 1.95223 -2.54894  C11 1.068
5 O 1.00957 -0.91748 1.50266  C3 1.465, H10 0.867
6 C 0.07499 1.10364 -0.84061  F7 1.398, S9 2.041, C11 1.296
7 F 0.63280 -0.14512 -1.12950  C6 1.398
8 H -0.64365 2.89940 -1.48160  C11 1.039
9 S -1.05471 0.78443 0.82920  C3 1.684, C6 2.041
10 H 1.47709 -0.32865 1.93446  O5 0.867
11 C -0.04418 2.07624 -1.68866  H4 1.068, C6 1.296, H8 1.039

Properties
LUMO   0.69 eV
Frontier orbital gap   9.698 eV
Molar mass   108.137 Da



ii.
Below is a single C3H5FOS molecule, with properties calculated with wB97M-V/def2-TZVPD.

Each atom is followed by the atoms it is bonded to, with distances in Å.
Element x y z (Å)
1 H 0.55437 1.57702 -2.16329  C2 1.137
2 C -0.12840 1.57602 -1.25448  H1 1.137, F3 1.361, C5 1.510, H6 1.095
3 F 0.35544 2.52033 -0.40232  C2 1.361
4 H 0.91401 -2.13045 1.80480  C9 1.088
5 C 0.02602 0.19939 -0.65328  C2 1.510, O7 1.213, S8 1.717
6 H -1.17531 1.75134 -1.52440  C2 1.095
7 O -0.12056 -0.79279 -1.33611  C5 1.213
8 S 0.57585 0.12900 0.97140  C5 1.717, C9 1.839
9 C 0.04395 -1.54584 1.51335  H4 1.088, S8 1.839, H10 1.088, H11 1.097
10 H -0.54268 -1.39310 2.41730  C9 1.088
11 H -0.50269 -1.89091 0.62703  C9 1.097

Properties
LUMO   0.70 eV
Frontier orbital gap   10.309 eV
Molar mass   108.137 Da



ii takes first place; second place is 367.6 kJ/mol up.



i.
Below is 2 unconnected molecules or ions with the total composition C4H13N3O, with properties calculated with wB97M-V/def2-TZVPD.

Each atom is followed by the atoms it is bonded to, with distances in Å.
Element x y z (Å)
1 H 1.38656 1.95265 0.84870  C21 1.087
2 C 0.85994 0.30086 -0.95979  N13 1.272, N15 1.390, H16 1.096
3 N -1.79903 -0.37367 0.22481  O9 1.443, C11 1.446, H19 1.111
4 H 0.88270 -2.07637 0.05769  C12 1.089
5 H -2.56137 1.53103 0.08769  C11 1.089
6 H 1.29999 0.84334 2.25279  C21 1.092
7 H -2.02890 0.87349 -1.48307  C11 1.096
8 H 2.53495 -1.56738 0.50108  C12 1.095
9 O -1.67105 -1.58056 -0.55559  N3 1.443, H17 0.966
10 H 0.63248 1.63849 -2.31132  N13 1.014
11 C -2.51241 0.63424 -0.52851  N3 1.446, H5 1.089, H7 1.096, H14 1.093
12 C 1.46711 -1.39604 0.67483  H4 1.089, H8 1.095, N15 1.451, H18 1.092
13 N 0.90221 1.51302 -1.34186  C2 1.272, H10 1.014
14 H -3.52936 0.29258 -0.73891  C11 1.093
15 N 1.07255 -0.03249 0.37299  C2 1.390, C12 1.451, C21 1.452
16 H 0.60286 -0.57211 -1.57032  C2 1.096
17 H -2.43174 -2.12253 -0.30778  O9 0.966
18 H 1.24265 -1.60389 1.72274  C12 1.092
19 H -0.77508 -0.13517 0.58347  N3 1.111
20 H 2.75795 0.90490 1.23751  C21 1.093
21 C 1.66702 0.97563 1.23285  H1 1.087, H6 1.092, N15 1.452, H20 1.093

Properties
LUMO   0.90 eV
Frontier orbital gap   9.281 eV
Molar mass   119.168 Da



ii.
Below is a single C4H13N3O molecule, with properties calculated with wB97M-V/def2-TZVPD.

Each atom is followed by the atoms it is bonded to, with distances in Å.
Element x y z (Å)
1 H -2.55910 -0.54322 -1.17591  C21 1.087
2 H 0.85463 -2.20765 -0.54163  N14 1.016
3 C 1.17512 -0.61428 0.67877  C5 1.857, H11 1.093, N14 1.461, N18 1.443
4 H 1.12849 -2.65050 1.01043  N14 1.017
5 C 0.03947 0.51966 -0.25501  C3 1.857, N8 1.420, C19 1.469, H20 1.096
6 H -0.96916 -1.51045 0.88031  O16 1.007
7 H -1.45975 1.24891 1.07761  C19 1.094
8 N 0.62608 1.81217 -0.20662  C5 1.420, H9 1.012, H12 1.013
9 H -0.03668 2.57155 -0.11864  N8 1.012
10 H 2.57993 0.08707 -0.66022  N18 1.015
11 H 1.11898 -0.41569 1.75206  C3 1.093
12 H 1.26222 1.98404 -0.97545  N8 1.013
13 H -3.18091 1.03593 -0.59543  C21 1.088
14 N 0.66522 -1.95977 0.42558  H2 1.016, C3 1.461, H4 1.017
15 H 3.14799 -0.02750 0.86295  N18 1.014
16 O -1.51898 -0.73944 1.22295  H6 1.007, C19 1.357
17 H -1.96336 0.97552 -1.86467  C21 1.087
18 N 2.52495 -0.46264 0.19100  C3 1.443, H10 1.015, H15 1.014
19 C -1.21852 0.36058 0.48705  C5 1.469, H7 1.094, O16 1.357, C21 1.813
20 H 0.09359 0.04407 -1.24049  C5 1.096
21 C -2.31020 0.49163 -0.95464  H1 1.087, H13 1.088, H17 1.087, C19 1.813

Properties
LUMO   0.95 eV
Frontier orbital gap   9.065 eV
Molar mass   119.168 Da



iii.
Below is 3 unconnected molecules or ions with the total composition C4H13N3O, with properties calculated with wB97M-V/def2-TZVPD.

Each atom is followed by the atoms it is bonded to, with distances in Å.
Element x y z (Å)
1 C 1.51829 -1.55947 0.69989  O5 1.386, H7 1.104, H11 1.112, H20 1.106
2 H 1.73831 1.51857 -2.06299  C19 1.097
3 H -0.38333 -1.24947 1.90147  N18 1.267
4 H 1.69780 2.71282 0.01562  C17 1.090
5 O 0.82750 -0.68108 1.51986  C1 1.386
6 N -2.10719 -0.38814 -0.47128  H13 1.010, C14 1.329, H15 1.028
7 H 2.06613 -2.33310 1.26565  C1 1.104
8 H -0.19330 0.90946 -3.02005  N10 1.019
9 H -0.05022 2.47418 0.19962  C17 1.090
10 N -0.30556 1.20061 -2.05032  H8 1.019, C19 1.271
11 H 0.84039 -2.12210 0.02068  C1 1.112
12 H 1.04799 1.13728 0.57615  C17 1.108
13 H -2.36583 -1.28730 -0.85076  N6 1.010
14 C -1.70763 -0.30126 0.79323  N6 1.329, N18 1.311, H21 1.079
15 H -1.73524 0.31151 -1.12697  N6 1.028
16 H -1.99203 -2.16756 1.39779  N18 1.015
17 C 0.88324 1.99861 -0.10076  H4 1.090, H9 1.090, H12 1.108, C19 1.483
18 N -1.63124 -1.26224 1.68164  H3 1.267, C14 1.311, H16 1.015
19 C 0.79620 1.51722 -1.50112  H2 1.097, N10 1.271, C17 1.483
20 H 2.24785 -1.03675 0.05279  C1 1.106
21 H -1.19212 0.60821 1.05986  C14 1.079

Properties
LUMO   0.83 eV
Frontier orbital gap   8.903 eV
Molar mass   119.168 Da



ii takes first place; second place is 17.6 kJ/mol up.